No. 1
Molecular formula: C40H111N3O28
Method: DFT, wB97M-V/def2-TZVPD

Geometry (Å):
O: 6.336648 -2.524097 -0.815714
O: 3.074480 -3.548669 -10.961568
O: 3.564969 -2.731378 0.011917
O: -8.190455 -8.521923 3.284198
O: -4.973287 0.580770 7.456829
O: -7.520796 1.179689 6.066031
O: -0.385336 -2.214596 1.529018
O: -0.855334 -1.140002 -12.645136
O: -7.007506 -3.273020 -9.448492
O: 3.091996 1.996819 6.769384
O: -6.775805 -6.272949 4.832700
O: 0.303666 1.383892 -11.745182
O: 1.613376 -6.462084 -2.715047
O: -0.848748 3.935632 0.404682
O: 9.058817 5.208912 -8.514388
O: 5.474057 7.414638 -1.071350
O: 2.111445 4.595793 8.014891
O: -0.226041 1.086574 -2.991799
O: 2.716627 11.962554 -3.498070
O: 4.597994 -6.812072 -2.726111
O: 0.547284 2.634330 2.339360
O: -3.756481 9.025077 -4.416117
O: -3.920178 -3.653980 -9.794099
O: -2.826771 -9.600032 16.748526
O: 3.320429 -1.188615 -9.078030
O: -2.387065 -7.296877 12.281847
O: -4.422879 6.340114 -5.946856
O: 7.109788 3.024401 -7.520553
N: -1.222130 -0.950526 -0.929556
N: 3.679728 9.388647 -3.546282
N: -2.701413 -7.052163 15.315270
C: -3.103020 -10.794195 17.486950
C: 5.523758 -1.363148 -0.769467
C: -1.094752 1.187373 -11.834937
C: 7.807716 5.346898 -7.840905
C: 4.430876 -1.632411 0.252072
C: -3.050728 -7.272366 11.018673
C: -0.277097 -0.307862 -3.145455
C: 2.209189 9.591303 -3.744961
C: -7.379925 -7.478587 2.856460
C: 3.145409 -3.695295 -9.498076
C: 2.909435 3.620437 8.585157
C: -4.067099 7.790207 -3.802085
C: -3.570100 6.677908 -4.841206
C: 0.602734 4.037543 2.319264
C: -1.914800 -7.315621 16.514721
C: -2.468310 -6.104492 13.053937
C: 2.513766 13.304354 -3.626503
C: -0.133994 -2.027108 2.885345
C: 0.344610 4.561547 0.864899
C: -1.768769 -1.899724 1.272153
C: 1.895550 11.046748 -4.149660
C: 3.661573 -7.641060 -3.293008
C: 3.867224 -2.510783 -8.736751
C: -5.930428 -0.362130 7.048414
C: 0.846444 1.756650 -3.561071
C: 6.818164 7.046037 -0.913913
C: 5.321173 8.451547 -1.974777
C: 7.389197 4.212019 -6.850493
C: -5.925846 -2.322714 -9.549483
C: -1.394096 0.155675 -13.006674
C: 3.943791 8.423766 -2.490154
C: -6.656046 0.051289 5.808961
C: -6.322319 -7.197164 3.923237
C: 2.324401 -7.017155 -3.794629
C: -4.580548 -2.786690 -8.948582
C: -2.672814 -8.305736 17.438107
C: 2.460276 2.222222 8.030638
C: -2.034126 -1.974061 -0.234854
C: -1.419010 -0.994616 -2.368006
C: -1.882465 -6.175155 14.426233
H: -6.768220 -4.114524 -9.843729
H: 1.640126 4.254362 2.574038
H: -6.260912 -1.354770 -9.176767
H: -3.583110 7.681577 -2.831493
H: 4.874152 -2.485034 -9.153323
H: 1.199800 4.246597 0.266945
H: 3.266772 8.455347 -1.636492
H: -2.605389 6.966311 -5.258654
H: 6.543903 4.589867 -6.275329
H: 7.864761 2.903078 -8.100990
H: 5.859055 8.234606 -2.897665
H: 4.143379 10.285298 -3.580282
H: -4.098063 -10.898345 17.919540
H: -3.966649 -1.903193 -8.773465
H: -4.402827 7.030731 -6.613374
H: -0.629618 -2.835358 3.423112
H: 7.860135 6.301161 -7.316759
H: -2.382581 -10.967099 18.286423
H: 2.450050 2.220894 6.091663
H: -5.922782 0.264060 5.031041
H: 2.182705 -5.805467 -2.307214
H: 4.126086 -8.154121 -4.135087
H: -8.005333 -6.637927 2.556027
H: -2.877434 -11.626130 16.819792
H: -5.851986 -2.127897 -10.619387
H: 8.970487 4.325123 -8.878676
H: 7.468125 7.832263 -0.529863
H: -1.892507 -5.159464 14.821667
H: 0.682971 -0.702929 -2.813353
H: 3.361472 13.819483 -3.174679
H: -0.659877 3.019462 0.188880
H: -1.565440 2.124596 -12.131872
H: 6.097124 -0.462890 -0.548381
H: 7.128139 5.544465 -8.669908
H: 0.857495 11.317373 -3.956489
H: 2.876419 3.642467 9.674434
H: 1.819502 -7.818640 -4.333898
H: -2.030770 -0.895934 1.606581
H: -2.466249 -2.577251 1.764694
H: -7.193567 -0.836381 5.475448
H: 3.977096 -0.641519 0.269737
H: 3.635686 -4.635552 -9.245783
H: 8.087193 4.080328 -6.023716
H: 3.720043 7.424982 -2.864968
H: 2.399811 13.619308 -4.663771
H: -0.447261 -1.079355 3.323213
H: -5.397078 1.364692 7.813847
H: -0.276967 -1.201139 -0.676644
H: -4.690464 -3.174721 -7.935936
H: -2.781567 -7.984620 14.935542
H: -0.865881 -6.563452 14.363960
H: -7.602950 -6.579059 5.211809
H: -4.109501 -7.030516 11.111488
H: -0.295314 -0.487229 -4.220435
H: -1.478832 1.043345 -10.825069
H: 5.764835 -3.266982 -1.022457
H: -5.120348 7.599399 -3.596277
H: -0.318337 2.422902 1.982152
H: 0.922874 -2.177514 3.105620
H: -5.975169 -8.097559 4.430055
H: -4.514670 -4.371200 -10.025986
H: -0.859194 0.422935 -13.918024
H: -3.519671 -5.845859 13.179848
H: -3.104974 -1.772638 -0.263271
H: -5.380439 -1.292987 6.910163
H: -2.621336 -6.575973 10.298423
H: 2.300579 -3.012191 -11.148286
H: 5.414581 -7.180805 -3.070825
H: 3.970848 -0.537166 -8.805691
H: -1.846220 -2.959842 -0.660357
H: 0.694020 0.802297 -11.088694
H: -1.457854 -1.577654 -12.039316
H: 5.048547 -1.296314 -1.748150
H: -2.414097 -0.630504 -2.623617
H: -3.587941 -7.836439 17.799228
H: -7.701774 -9.278886 2.952820
H: -0.937328 -7.687159 16.207142
H: -3.410444 5.764562 -4.268150
H: -7.098563 2.025564 5.899214
H: -5.467534 -6.833704 3.352840
H: 2.743041 1.437996 8.732870
H: 1.400056 1.979155 7.960195
H: -6.912263 -7.935836 1.984491
H: 2.938211 -2.755991 0.738673
H: 4.838341 -1.645017 1.262977
H: -4.318623 9.718106 -4.062142
H: -2.945019 -8.272796 10.599084
H: 1.920318 8.923956 -4.556934
H: 2.015505 11.151239 -5.227991
H: 2.466958 -6.223769 -4.528327
H: 3.400710 -8.505438 -2.682352
H: 5.649988 9.345236 -1.444402
H: 2.729297 5.271716 7.726812
H: 7.155104 6.601147 -1.850205
H: 3.947720 3.924075 8.451436
H: -1.704121 -6.460207 17.156587
H: 6.831440 6.297337 -0.121844
H: -6.641557 -0.571692 7.847463
H: 2.177793 -3.829999 -9.014689
H: 0.675511 2.818636 -3.384796
H: -1.985700 -5.272440 12.541217
H: 3.818414 -2.677465 -7.660676
H: 0.301083 5.650024 0.902584
H: 1.556161 9.300535 -2.922094
H: 1.668471 13.636242 -3.023652
H: 1.758669 1.348822 -3.125633
H: -0.106124 4.334083 3.092349
H: -2.450919 0.011924 -13.231504
H: 0.855533 1.546129 -4.630503
H: -1.457196 -2.042406 -2.665957
H: -2.040625 -8.581151 18.282252

Atoms 1-2, force components in eV/Å:
O 1.270 0.179 -0.119
O 0.249 -0.351 2.173

2S+1	1
E_HOMO	-8.57	eV
relative energy (zero: lowest compared OMol25 entry of this formula, charge and spin)	97.2	kcal per mole

Mulliken atomic charge list, values in e, 2 entries:
1 O -0.53
2 O -0.50



No. 2
Molecular formula: C5H7O3Tl
Method: DFT, wB97M-V/def2-TZVPD

Geometry (Å):
Tl: -2.302391 1.476976 -0.992484
O: -0.150252 -0.603852 -1.425358
O: -1.338696 0.130124 0.706424
O: 0.250842 -2.167038 -0.001273
C: 1.407798 -2.205425 -0.877865
C: -0.509035 -1.140934 -0.266168
C: -0.723656 2.665556 2.050730
C: 1.211130 -0.975850 -1.762030
C: -1.633727 1.691043 1.791765
H: -2.236387 1.403236 2.678599
H: 2.298849 -2.132932 -0.245382
H: 0.021443 2.933793 1.288789
H: 1.403296 -3.151096 -1.427914
H: -0.806574 3.402300 2.860448
H: 1.222361 -1.183664 -2.836279
H: 1.884998 -0.142238 -1.542002

Atoms 1-2, force components in eV/Å:
Tl 0.406 -0.442 1.009
O 0.505 0.684 0.238

2S+1	1
E_HOMO (alpha / beta)	-6.53 / -6.54	eV
relative energy (zero: lowest compared OMol25 entry of this formula, charge and spin)	140.7	kcal per mole

Mulliken atomic charge list, values in e, 2 entries:
1 Tl 0.62
2 O -0.20



No. 3
Molecular formula: C23H21BrF3NO5S4
Method: DFT, wB97M-V/def2-TZVPD

Geometry (Å):
Br: 6.702680 -3.312127 4.011468
S: 1.002151 2.320476 -1.340329
S: -1.716144 2.148781 -1.141303
S: -0.344098 4.600177 -1.829496
S: -2.032380 -3.678172 4.002116
F: 1.767499 2.493714 -3.807541
F: 2.817608 0.991076 -2.573445
F: 0.756610 0.612156 -3.261304
O: -1.517908 2.277233 0.343451
O: 0.286222 -5.589607 3.960502
O: 0.989972 5.135749 -1.383036
O: -1.592868 5.210782 -1.258030
O: -2.975379 2.402696 -1.926943
N: -0.441364 2.886571 -2.077676
C: -0.651530 5.851091 -6.190890
C: 3.971015 -2.580888 4.016412
C: 4.847698 -3.642872 4.011913
C: 2.106918 -4.106113 4.001744
C: 2.610564 -2.806409 4.011909
C: -2.453643 -2.550559 5.364798
C: -1.540481 4.646975 -4.333515
C: -1.634655 5.045168 -5.650370
C: 3.007788 -5.164859 4.001180
C: -2.461427 -2.483724 2.700627
C: -1.470424 0.369848 -1.363113
C: -0.758307 -0.360264 -0.441491
C: 4.368368 -4.934481 4.005792
C: -1.868607 -1.597712 -2.641380
C: -1.149274 -2.331665 -1.720534
C: 0.655076 -4.407011 3.987372
C: 0.429428 6.248703 -5.430753
C: 0.515586 5.845156 -4.116625
C: -0.589310 -1.716462 -0.620396
C: -0.469924 5.057751 -3.576302
C: -2.026754 -0.241788 -2.456949
C: -0.278217 -3.365119 4.000973
C: 1.636327 1.541751 -2.877467
H: 5.068018 -5.752781 4.003579
H: 1.197699 6.878915 -5.852899
H: -2.307072 -2.079492 -3.501209
H: -2.076507 -1.492832 2.927342
H: 2.617723 -6.167878 3.997657
H: -1.010949 -3.388872 -1.871022
H: 0.049349 -2.347234 4.016848
H: -2.296690 4.027640 -3.875811
H: -2.076711 -1.547955 5.180351
H: 1.338898 6.144120 -3.486838
H: 4.358886 -1.576037 4.022547
H: -3.541714 -2.425442 2.599651
H: 1.940756 -1.967185 4.017715
H: -2.595347 0.355957 -3.151001
H: -0.352341 0.139399 0.422879
H: -2.475903 4.736465 -6.252276
H: -2.020266 -2.913797 6.292871
H: -0.719440 6.161581 -7.219501
H: -3.532716 -2.502969 5.482849
H: -0.020679 -2.291993 0.094398
H: -2.043829 -2.805612 1.750525

Atoms 1-2, force components in eV/Å:
Br 0.195 -0.005 0.003
S 1.532 -1.195 -0.213

2S+1	1
E_HOMO	-7.75	eV
relative energy (zero: lowest compared OMol25 entry of this formula, charge and spin)	36.3	kcal per mole

Mulliken atomic charge list, values in e, 2 entries:
1 Br -0.20
2 S -0.07



No. 4
Molecular formula: C2H2CoF2LiO
Method: DFT, wB97M-V/def2-TZVPD

Geometry (Å):
Co: -0.111829 0.494745 2.204369
F: -0.494173 2.248130 2.124624
F: -0.309421 -2.088185 0.139603
O: 0.044526 0.288271 0.303780
C: -0.366618 -0.488079 -0.646146
C: 0.389424 -1.516414 -1.135963
Li: -0.430311 2.919725 0.482220
H: -0.117715 -0.298347 -1.928545
H: 1.396117 -1.559847 -1.543941

Atoms 1-2, force components in eV/Å:
Co -0.017 -0.386 0.082
F 0.065 0.216 -0.039

2S+1	5
E_HOMO (alpha / beta)	-19.13 / -19.72	eV
expectation value of S²	6.14
relative energy (zero: lowest compared OMol25 entry of this formula, charge and spin)	167.3	kcal per mole
total charge	+2

Mulliken atomic charge list, values in e, 2 entries:
1 Co 1.36
2 F -0.69